The following is a quantum chemistry calculation of a molecular structure, C22H48N3O6P2SiZr in a non-equilibrium geometry, from the OMol25 dataset.

Each line ends with the Löwdin charge.
CARTESIAN COORDINATES (ANGSTROEM)
Zr (0.8242, 1.2490, 0.0937)  1.8273
P (0.2276, -1.9780, 0.5281)  0.5442
P (0.6406, -0.6223, -2.0202)  0.5234
Si (-1.2069, 3.7738, 0.4231)  0.5355
O (0.5695, -0.6023, -3.5555)  -0.1353
O (0.5522, -0.5548, 0.9202)  -0.3710
O (1.0833, -3.0597, 1.2303)  -0.1507
O (-1.3010, -2.1685, 0.7587)  -0.1679
O (-0.6411, 0.1976, -1.4367)  -0.3278
O (1.7471, 0.2361, -1.4742)  -0.3549
N (1.5333, 1.8835, 1.9749)  -0.0612
N (-0.5317, 2.3366, 1.1830)  -0.2158
N (2.8240, 2.5714, -0.4935)  0.0155
C (-0.1071, 3.6427, -1.2145)  -0.1608
C (0.2717, -1.6767, -4.5499)  -0.3836
C (2.5413, 1.9278, 2.8692)  -0.2912
C (-2.9771, -3.6134, -0.2579)  -0.0230
C (-2.5685, -3.6509, 2.2166)  -0.0102
C (-0.3193, -0.9787, -5.7573)  -0.0135
C (-1.9873, 0.1174, -2.0924)  -0.3476
C (-0.7353, 5.4253, 1.2304)  -0.1446
C (-3.0205, 0.0179, -0.9903)  0.0026
C (-3.0927, 3.6014, 0.2152)  -0.1450
C (-1.9403, -3.5047, 0.8446)  -0.3907
C (0.6207, -2.2570, -1.2430)  -0.1391
C (-2.1549, 1.3552, -2.9495)  -0.0072
C (3.8263, 1.2943, 2.4246)  -0.0125
C (2.5448, -2.3234, 3.0065)  -0.0239
C (0.1080, 3.1130, 3.4636)  0.0170
C (1.3155, -3.1530, 2.6928)  -0.3857
C (0.3176, 2.4561, 2.2453)  -0.4279
C (1.1496, 3.1765, 4.3690)  0.0199
C (1.4721, -4.6209, 3.0343)  -0.0111
C (1.5448, -2.4230, -4.8818)  -0.0169
C (2.3793, 2.5816, 4.0768)  0.0169
H (-0.8558, 3.5494, 3.6663)  0.1295
H (-1.2063, -0.4062, -5.5021)  0.0804
H (0.7860, 4.2553, -1.0740)  0.0391
H (1.7240, -4.7139, 4.0874)  0.1063
H (-3.3911, -4.6183, -0.2565)  0.1087
H (-0.5945, -1.7250, -6.4983)  0.1103
H (2.8065, 2.9508, -1.4485)  0.0882
H (-1.8308, -3.5544, 3.0089)  0.0781
H (2.0109, -2.8505, -3.9967)  0.0786
H (3.6662, 0.7484, 1.4804)  0.0671
H (-3.5642, 4.4289, 0.7397)  0.0435
H (0.1834, 2.5938, -1.4510)  -0.0395
H (2.3538, -1.2781, 2.7591)  0.0534
H (-3.4289, 3.6777, -0.8140)  0.0343
H (1.6106, -2.7060, -1.3175)  0.1077
H (-2.5471, -3.4233, -1.2379)  0.0739
H (0.4160, -0.3141, -6.2020)  0.1041
H (-0.8804, 6.2450, 0.5329)  0.0524
H (0.2934, 5.4700, 1.5815)  0.0376
H (2.2705, -5.0682, 2.4492)  0.1016
H (3.2001, 2.6449, 4.7723)  0.1355
H (1.3101, -3.2303, -5.5715)  0.1111
H (-2.7630, -0.7692, -0.2879)  0.0606
H (2.7715, -2.4060, 4.0652)  0.1067
H (-1.9850, -0.7858, -2.7121)  0.1427
H (-3.0981, 1.3057, -3.4871)  0.1173
H (-1.3788, 5.6372, 2.0790)  0.0436
H (0.4407, -2.7258, 3.1956)  0.1410
H (-0.4636, -2.3467, -4.0931)  0.1364
H (2.2534, -1.7587, -5.3690)  0.1046
H (-3.0263, -4.6345, 2.2899)  0.1096
H (3.0303, 3.3615, 0.1303)  0.0928
H (-3.4921, 2.6901, 0.6518)  0.0248
H (-0.0895, -2.9403, -1.7028)  0.0960
H (4.5914, 2.0628, 2.2958)  0.1050
H (-2.1715, 2.2350, -2.3124)  0.0583
H (-1.3462, 1.4439, -3.6724)  0.0900
H (0.5540, -5.1738, 2.8555)  0.0864
H (-3.3386, -2.8987, 2.3660)  0.1011
H (3.6682, 1.9831, -0.4695)  0.0791
H (-0.6117, 4.0626, -2.0818)  0.0608
H (-1.1504, -4.2498, 0.7042)  0.1405
H (-3.0778, 0.9652, -0.4587)  0.0638
H (1.0268, 3.6998, 5.3069)  0.1377
H (-3.7933, -2.9171, -0.0880)  0.0921
H (4.1993, 0.6051, 3.1830)  0.1009
H (-3.9925, -0.2028, -1.4243)  0.1184
H (3.4004, -2.6890, 2.4443)  0.1046

LUMO: -8.96 eV
max |F|: 2.3 eV/Å
molar mass: 631.899 Da
total charge: +3
energy above the lowest of the compared OMol25 structures with the same formula, charge and spin: 25.0 kcal per mole
total energy: -68070.4260 eV